Arrangement A

DFT (wB97M-V/def2-TZVPD) results for C4H6N2S as an isolated structure.

```
13
Properties=species:S:1:pos:R:3
C -0.120 -1.638 0.947
C -1.324 0.154 -0.179
C 1.764 0.524 -0.753
C -0.474 -0.266 0.926
N 0.212 -2.709 0.849
N -2.384 0.807 0.088
S 1.214 0.617 0.982
H -0.945 -0.193 -1.105
H 1.258 1.284 -1.401
H 1.795 -0.557 -1.065
H 2.877 0.845 -0.630
H -1.078 0.023 2.096
H -2.796 1.109 -0.755
```

The charge is 0. The value obtained for the HOMO energy is -9.416 eV. Its molar mass is 114.17 g mol⁻¹.



Arrangement B

DFT (wB97M-V/def2-TZVPD) results for one molecule with the formula C4H6N2S.

```
13
Properties=species:S:1:pos:R:3
H -0.069 2.452 -0.064
N 0.608 1.660 -0.048
C 0.111 0.508 0.107
C -1.271 0.097 0.170
C -2.449 -0.173 -0.078
C -3.887 -0.374 -0.125
N 1.007 -0.587 0.208
S 2.673 -0.509 -0.178
H -4.430 0.079 0.767
H -3.961 -1.587 0.133
H -4.512 -0.148 -1.068
H 0.756 -1.336 0.886
H 3.115 0.816 0.622
```

The charge is 0. The value obtained for the HOMO energy is -8.774 eV. Its molar mass is 114.17 g mol⁻¹.



Decreasing stability: arrangement A, arrangement B



Arrangement A

DFT (wB97M-V/def2-TZVPD) results for one molecule with the formula C4H6N2S.

```
13
Properties=species:S:1:pos:R:3
C -1.445 1.656 -0.047
C -1.203 -1.171 0.015
C -0.696 -2.360 -0.155
C 1.862 0.685 0.177
N -0.207 1.690 -0.182
N 0.520 0.657 -0.398
S -2.347 0.004 0.262
H -2.301 2.330 -0.085
H -1.408 -3.037 -0.496
H 0.353 -2.408 -0.259
H 2.465 -0.135 0.061
H 2.591 1.472 -0.141
H 1.816 0.618 1.247
```

The charge is 0. The value obtained for the HOMO energy (alpha / beta) is -8.092 / -7.946 eV. Its molar mass is 114.17 g mol⁻¹.



Arrangement B

DFT (wB97M-V/def2-TZVPD) results for one molecule with the formula C4H6N2S.

```
13
Properties=species:S:1:pos:R:3
H 1.596 -1.353 0.133
N 1.183 -1.317 1.027
C 0.318 -0.363 1.037
C -0.497 0.084 2.191
C -1.377 1.014 1.894
S -1.212 1.659 0.253
N 0.122 0.588 0.037
C 0.446 0.201 -1.660
H -0.661 -0.516 3.107
H -2.031 1.509 2.661
H -0.011 -0.854 -1.691
H 0.089 0.982 -2.314
H 1.513 0.173 -1.724
```

The charge is 0. The value obtained for the HOMO energy is -7.891 eV. Its molar mass is 114.17 g mol⁻¹.



Decreasing stability: arrangement B, arrangement A



Arrangement A

DFT (wB97M-V/def2-TZVPD) results for one molecule with the formula C4H6N2S.

```
13
Properties=species:S:1:pos:R:3
C 1.449 -0.962 0.734
C 0.946 0.229 -0.093
C -1.510 1.608 -1.377
C 0.017 -1.011 0.175
N -1.790 1.012 -0.394
N -2.291 0.237 0.376
S -1.411 -0.896 1.254
H 2.228 -1.569 0.341
H 1.351 -0.917 1.748
H 0.605 1.178 0.384
H 1.320 0.215 -1.106
H -0.046 -1.723 -0.574
H -0.869 2.600 -1.465
```

The charge is 0. The value obtained for the HOMO energy is -7.985 eV. Its molar mass is 114.17 g mol⁻¹.



Arrangement B

DFT (wB97M-V/def2-TZVPD) results for one molecule with the formula C4H6N2S.

```
13
Properties=species:S:1:pos:R:3
C -1.259 -0.698 0.753
N -0.252 -0.525 1.566
N 0.803 0.316 1.164
C 1.102 0.621 -0.332
C 0.147 -0.275 -1.067
S -1.171 -0.149 -2.301
C -1.194 0.096 -0.509
H -2.106 -1.244 1.162
H 1.604 -0.080 1.637
H 2.160 0.379 -0.462
H 0.962 1.729 -0.507
H 0.449 -1.309 -0.888
H -1.247 1.140 -0.217
```

The charge is 0. The value obtained for the HOMO energy is -8.836 eV. Its molar mass is 114.17 g mol⁻¹.



Arrangement C

DFT (wB97M-V/def2-TZVPD) results for one molecule with the formula C4H6N2S.

```
13
Properties=species:S:1:pos:R:3
C 2.514 0.207 0.011
C 1.017 0.207 0.138
N 0.359 1.279 0.156
N -1.028 1.504 -0.236
C -1.852 0.613 -0.037
C -1.527 -0.815 0.327
S 0.124 -1.262 -0.194
H 2.864 -0.169 -0.883
H 2.685 1.360 0.113
H 2.832 -0.224 0.970
H -2.766 0.801 -0.473
H -2.323 -1.542 -0.030
H -1.511 -0.781 1.333
```

The charge is 0. The value obtained for the HOMO energy is -9.043 eV. Its molar mass is 114.17 g mol⁻¹.



Decreasing stability: arrangement C, arrangement B, arrangement A



Arrangement A

DFT (wB97M-V/def2-TZVPD) results for one molecule with the formula C4H6N2S.

```
13
Properties=species:S:1:pos:R:3
C 0.480 1.821 -0.182
C 1.801 1.290 0.148
C -1.211 0.106 -0.562
C -2.129 -0.917 -0.141
N -0.555 1.038 -0.184
N 3.581 -0.739 -0.041
S 2.048 -0.336 -0.202
H 0.188 2.936 -0.275
H 2.718 1.789 0.413
H -1.637 -1.828 -0.440
H -3.078 -0.469 -0.569
H -2.352 -0.823 0.935
H 3.767 -1.687 0.239
```

The charge is 0. The value obtained for the HOMO energy (alpha / beta) is -6.885 / -7.089 eV. Its molar mass is 114.17 g mol⁻¹.



Arrangement B

DFT (wB97M-V/def2-TZVPD) results for one molecule with the formula C4H6N2S.

```
13
Properties=species:S:1:pos:R:3
S -2.114 -0.215 0.134
N -0.482 0.105 -0.199
C 0.130 1.300 0.163
N 1.379 1.325 0.036
C 1.793 0.026 -0.309
C 1.535 -1.153 0.619
C 0.559 -0.849 -0.482
H -2.675 -0.084 -1.133
H -0.560 2.097 0.445
H 2.650 -0.074 -0.973
H 2.262 -1.962 0.394
H 1.315 -0.928 1.647
H 0.467 -1.556 -1.334
```

The charge is 0. The value obtained for the HOMO energy is -8.712 eV. Its molar mass is 114.17 g mol⁻¹.



Arrangement C

DFT (wB97M-V/def2-TZVPD) results for one molecule with the formula C4H6N2S.

```
13
Properties=species:S:1:pos:R:3
S -2.270 0.000 0.086
C -0.675 0.018 0.090
N 0.134 1.087 -0.053
C 1.467 0.656 -0.375
C 2.246 0.065 0.678
C 1.460 -0.773 -0.463
N 0.047 -1.042 -0.089
H -0.183 2.175 -0.344
H 1.795 1.326 -1.236
H 1.766 -0.150 1.658
H 3.266 -0.021 0.897
H 1.856 -1.586 -1.022
H -0.438 -1.859 0.086
```

The charge is 0. The value obtained for the HOMO energy is -8.029 eV. Its molar mass is 114.17 g mol⁻¹.



Decreasing stability: arrangement B, arrangement C, arrangement A



Arrangement A

DFT (wB97M-V/def2-TZVPD) results for a 4-piece molecular cluster, C5H17NO5 overall.

```
28
Properties=species:S:1:pos:R:3
C -2.622 0.614 1.787
C -2.512 -0.476 0.699
O -3.587 -1.084 0.507
N -1.502 -0.785 -0.200
C -0.152 -0.168 0.328
C 0.747 -1.274 1.014
C 2.191 -1.130 0.471
O 2.140 -1.091 -0.932
H -3.279 0.090 2.525
H -1.669 0.842 2.387
H -3.015 1.388 1.210
H -1.627 -1.698 -0.651
H 0.390 -0.038 -0.591
H -0.240 0.777 1.003
H 0.295 -2.232 0.837
H 0.827 -1.041 2.112
H 2.743 -2.024 0.669
H 2.768 -0.108 0.627
H 2.789 -0.323 -1.149
O 2.092 1.438 -1.769
H 2.226 1.862 -2.711
H 1.299 1.630 -1.274
O -0.261 -2.195 -2.488
H 0.147 -1.379 -2.054
H -1.229 -1.737 -2.442
O 0.111 3.136 -0.213
H 0.424 3.997 -0.467
H 0.505 3.010 0.766
```

The charge is 0. The value obtained for the HOMO energy is -9.308 eV. Its molar mass is 171.19 g mol⁻¹.



Arrangement B

DFT (wB97M-V/def2-TZVPD) results for a 4-piece molecular cluster, C5H17NO5 overall.

```
28
Properties=species:S:1:pos:R:3
C -2.810 1.039 -0.491
N -1.966 0.703 -1.612
C -0.633 0.301 -1.525
O 0.110 0.176 -2.463
C -0.192 0.019 -0.064
C 1.285 -0.250 0.234
C 1.559 -1.649 -0.433
O 2.105 0.725 -0.422
H -3.671 1.674 -0.803
H -2.460 1.885 0.124
H -3.115 0.124 0.000
H -2.279 0.946 -2.570
H -0.894 -0.687 0.412
H -0.495 1.076 0.255
H 1.526 -0.319 1.294
H 2.510 -2.097 -0.292
H 0.913 -2.453 0.050
H 1.492 -1.595 -1.500
H 2.125 0.399 -1.386
O -2.123 -3.012 -0.669
H -1.293 -3.124 -1.133
H -2.700 -2.543 -1.275
O 3.210 2.067 2.002
H 3.104 1.975 1.041
H 3.109 1.232 2.483
O 0.661 0.823 2.835
H 0.514 1.102 3.736
H 0.407 1.463 2.172
```

The charge is 0. The value obtained for the HOMO energy is -9.869 eV. Its molar mass is 171.19 g mol⁻¹.



Decreasing stability: arrangement B, arrangement A